{"formula": "C50H39N6O8RbS5", "method": "ωB97M-V/def2-TZVPD", "species": ["H", "H", "C", "H", "C", "H", "O", "H", "H", "C", "S", "C", "N", "C", "O", "H", "H", "H", "C", "H", "H", "N", "H", "H", "C", "H", "C", "S", "S", "C", "H", "C", "O", "C", "S", "C", "C", "H", "H", "C", "C", "C", "H", "O", "C", "H", "C", "C", "O", "H", "C", "H", "C", "C", "O", "H", "H", "C", "H", "C", "S", "C", "C", "N", "C", "C", "C", "H", "C", "C", "C", "H", "C", "H", "H", "C", "H", "C", "O", "H", "C", "C", "H", "Rb", "C", "C", "C", "C", "C", "C", "N", "H", "H", "C", "C", "N", "H", "C", "H", "N", "C", "O", "H", "C", "H", "C", "H", "H", "C"], "positions_angstrom": [[2.471, -2.286, 1.544], [-4.970, 0.783, 0.709], [1.671, -5.711, 1.746], [1.237, -4.732, 1.907], [3.523, -2.722, 3.354], [-0.327, 6.449, -5.083], [-2.298, -1.988, -2.173], [2.777, -8.433, 3.446], [0.835, 6.720, -2.895], [3.594, 1.204, 0.099], [-2.601, 0.299, -0.948], [5.891, -2.801, 3.214], [-2.080, 1.691, -1.419], [-3.901, 3.595, 0.637], [1.235, -2.852, 3.568], [-5.330, 0.813, 3.124], [-1.191, -0.108, 3.751], [-3.451, 0.361, 4.673], [-2.100, 3.537, 2.216], [3.647, 3.646, 3.102], [-4.881, -1.619, -0.500], [2.283, -2.854, 4.150], [0.655, 0.384, -5.079], [-1.101, 3.203, 2.498], [4.780, 1.435, 0.782], [6.857, -2.942, 3.683], [-6.705, -0.110, -2.929], [0.908, 1.368, -0.312], [-1.394, 2.983, -0.624], [1.094, 1.039, -4.331], [2.626, 3.381, -1.671], [-0.422, 5.689, -4.313], [-1.239, -3.831, -0.805], [-5.154, -0.908, -1.267], [-2.488, -3.108, -0.960], [-4.130, 4.746, 2.748], [-1.305, 3.571, -3.546], [-0.825, -0.143, 1.308], [1.889, -5.748, -2.778], [4.743, -2.903, 3.981], [-3.291, 0.337, 3.601], [2.777, -8.269, 1.316], [5.731, 2.515, 2.381], [5.487, -1.510, -0.764], [-1.188, 4.553, -4.532], [3.563, 0.470, -0.706], [2.461, -7.434, 0.244], [2.440, 2.740, 1.572], [3.417, -2.460, -0.808], [-7.043, -1.821, -1.673], [3.426, -2.449, 2.005], [0.566, 5.013, -1.124], [-1.810, 0.049, 1.718], [4.576, -2.350, 1.236], [2.380, -2.978, 5.344], [-5.654, 4.686, 1.223], [1.513, 3.224, 1.863], [3.633, 2.970, 2.252], [-2.432, 4.612, 4.055], [-2.873, 0.297, 0.864], [2.643, -7.706, -1.458], [-0.667, 3.703, -2.309], [2.487, 2.918, -3.763], [0.572, -0.014, 0.006], [1.924, 2.084, -4.721], [2.438, 1.875, 0.488], [-2.026, 0.078, 3.085], [6.694, -2.412, 1.242], [-4.653, 4.367, 1.507], [-4.145, 0.559, 1.363], [-5.822, 0.908, -3.270], [0.162, 0.029, -2.660], [0.091, 4.873, -2.097], [1.803, -6.188, 3.822], [3.202, -9.253, 1.151], [-2.610, 3.143, 0.972], [2.126, 2.255, -5.773], [0.225, 5.839, -3.081], [-3.589, -3.908, -1.444], [-4.316, 3.329, -0.341], [1.915, -6.163, 0.448], [4.486, -2.071, -0.274], [-1.876, 2.665, -3.748], [0.701, -2.507, -0.297], [-4.345, 0.581, 2.736], [1.359, 1.682, -2.041], [1.986, -6.533, 2.809], [2.204, 2.721, -2.418], [2.536, -7.804, 2.596], [-4.284, 0.121, -1.611], [-1.681, -0.729, -1.783], [5.673, 0.892, 0.486], [-6.083, 1.621, -4.043], [-4.602, 1.020, -2.618], [1.987, -6.108, -1.756], [-0.048, 2.588, 0.174], [4.774, -3.120, 5.037], [4.802, 2.329, 1.851], [3.128, 3.741, -4.063], [1.663, -5.435, -0.718], [5.805, -2.516, 1.853], [-2.794, -2.274, 0.189], [-4.710, 5.363, 3.426], [0.816, 0.829, -2.988], [-7.656, -0.199, -3.444], [-2.849, 4.328, 3.090], [-3.891, 1.799, -2.864], [-1.691, 4.419, -5.488], [-6.366, -1.015, -1.934]], "gap_ev": 4.83, "e_above_lowest_kcal_mol": 72.9, "lumo_energy_ev": 3.393, "charge": -2}


{"formula": "C7H8O", "method": "ωB97M-V/def2-TZVPD", "species": ["H", "H", "C", "C", "H", "C", "H", "H", "H", "C", "C", "H", "H", "C", "C", "O"], "positions_angstrom": [[1.428, -2.404, 0.008], [1.644, 1.958, 0.362], [1.277, 1.011, -0.145], [-0.212, -0.850, 0.001], [-3.262, -0.223, -0.086], [-0.157, 0.641, 0.465], [-0.198, -0.716, -0.959], [3.098, -0.512, -0.337], [-0.156, 0.436, 1.615], [1.928, -0.473, 0.032], [-1.619, 1.018, 0.006], [1.152, 1.076, -1.189], [-1.981, 2.003, -0.035], [1.024, -1.364, 0.288], [-2.294, -0.175, -0.029], [-1.674, -1.426, 0.003]], "smiles": "C1=C[C@H]2OC=C[C@@H]2C1", "gap_ev": 9.66, "e_above_lowest_kcal_mol": 128.9, "lumo_energy_ev": 1.051}


{"formula": "C2H7N5O", "method": "ωB97M-V/def2-TZVPD", "species": ["H", "H", "H", "N", "H", "N", "C", "H", "O", "N", "N", "H", "C", "N", "H"], "positions_angstrom": [[-3.640, 0.328, -0.033], [1.910, 1.470, -0.042], [-2.965, -1.004, 0.660], [-2.901, -0.328, -0.067], [-0.690, -1.345, -0.499], [-1.607, 1.589, -0.169], [-1.720, 0.355, -0.044], [1.593, -1.885, -0.133], [2.808, 1.146, 0.168], [2.817, -0.189, -0.281], [-0.664, -0.589, 0.165], [3.555, -0.662, 0.277], [1.612, -0.779, -0.093], [0.585, -0.001, 0.091], [-0.693, 1.893, -0.001]], "smiles": "[H]/N=C(/N)N/N=C/NO", "gap_ev": 9.38, "e_above_lowest_kcal_mol": 56.2, "lumo_energy_ev": 0.789}


{"formula": "C26H67F24N6O4P4", "method": "ωB97M-V/def2-TZVPD", "species": ["H", "F", "C", "C", "H", "F", "N", "F", "F", "F", "H", "C", "H", "O", "H", "C", "H", "C", "N", "H", "F", "H", "P", "H", "O", "F", "H", "C", "H", "H", "H", "H", "H", "C", "H", "C", "H", "H", "H", "H", "H", "H", "O", "N", "H", "F", "H", "H", "O", "C", "F", "H", "C", "H", "F", "P", "H", "H", "P", "H", "F", "N", "F", "H", "C", "H", "C", "F", "H", "H", "N", "H", "H", "C", "H", "H", "H", "F", "H", "H", "C", "H", "H", "H", "H", "H", "H", "H", "H", "C", "H", "H", "H", "H", "H", "H", "C", "H", "H", "F", "C", "H", "C", "F", "H", "F", "F", "C", "F", "C", "F", "H", "H", "F", "H", "H", "F", "C", "C", "C", "C", "C", "H", "H", "F", "H", "H", "N", "F", "C", "P"], "positions_angstrom": [[1.232, 8.103, -8.829], [-0.456, -7.632, -4.707], [-6.004, 3.777, 5.274], [7.575, -3.195, -5.573], [-3.256, -6.048, 8.097], [-10.765, -1.733, 1.278], [-3.806, -7.229, 4.817], [-8.845, -2.237, 2.215], [-2.432, -0.741, -9.859], [-10.019, -3.906, 0.949], [3.774, 3.213, 3.807], [4.715, 2.730, 3.541], [6.597, 0.716, 4.070], [6.691, 2.969, 2.118], [3.105, 2.026, 5.823], [-5.205, 4.590, 7.624], [7.278, 2.188, 4.719], [-6.850, 2.760, 7.414], [1.522, 6.849, -7.071], [6.279, -2.920, -2.328], [0.205, 1.269, -1.763], [-2.343, -7.736, 6.244], [-2.178, 0.774, -10.455], [-3.615, 2.784, 5.905], [-4.154, 6.247, 6.198], [-3.779, 0.970, -10.124], [4.220, 6.466, -10.442], [-3.362, -5.970, 4.019], [7.851, -2.659, -3.047], [5.920, -5.266, -5.195], [2.719, 7.182, -11.118], [8.309, -3.928, -5.239], [0.229, 8.342, -6.195], [-3.918, 5.312, 7.272], [2.119, 7.860, -4.572], [5.123, -2.578, -5.041], [-7.711, 3.395, 7.205], [7.061, 3.519, 1.424], [6.908, -5.362, -3.815], [2.754, 5.484, -10.921], [1.507, 6.221, -4.469], [-0.355, 6.728, -6.166], [9.048, -1.232, -4.830], [-5.605, 3.382, 6.737], [2.176, 4.951, -6.204], [-3.294, -6.974, -3.216], [7.365, -1.097, -6.057], [-4.071, 2.193, 7.606], [-4.218, -4.949, 6.880], [3.966, 1.404, 5.580], [-1.432, 2.407, -0.252], [-3.918, -8.598, 3.190], [-4.386, 2.430, 6.590], [-6.259, 2.965, 4.594], [-2.640, -8.380, -4.955], [-1.329, 0.978, -1.153], [-3.509, 5.720, 8.195], [-4.983, -5.128, 7.432], [-9.418, -2.375, 0.664], [-6.677, 2.699, 8.489], [-8.915, -0.832, 0.108], [5.188, 2.208, 4.972], [-2.514, 0.217, -11.958], [-5.172, 4.283, 4.784], [1.218, 7.254, -4.664], [5.247, -4.725, -3.627], [6.132, -4.741, -4.263], [-1.964, 1.213, -8.908], [5.823, 2.789, 6.869], [-3.425, -9.278, 4.845], [6.418, -3.240, -4.508], [-5.761, -8.154, 5.236], [5.306, -1.505, -5.096], [3.132, 6.404, -10.476], [-5.263, 4.289, 8.670], [-6.829, 4.481, 5.386], [7.169, -3.522, -6.530], [-1.088, -6.474, -2.760], [-3.663, -6.196, 2.996], [-4.043, -7.888, 6.829], [2.254, 5.627, -7.043], [9.382, -0.407, -5.190], [0.480, 7.502, -3.901], [3.693, 0.710, 4.785], [3.679, 4.706, -8.588], [8.823, -1.907, -6.695], [-6.045, 5.273, 7.503], [-2.278, -5.867, 3.994], [-3.714, -5.017, 4.413], [3.055, 5.506, -8.216], [-2.261, -5.409, 6.700], [6.356, 3.977, 5.615], [-2.289, -8.348, 3.856], [5.215, 4.137, 1.960], [-3.101, 4.624, 7.054], [6.664, 1.001, 5.858], [1.742, 7.259, -8.388], [6.509, -1.444, -3.412], [6.190, 4.390, 3.500], [-2.126, 2.331, -10.976], [-5.339, -7.202, 4.914], [4.254, -2.883, -4.458], [-3.194, -5.869, 7.024], [-1.476, -0.465, -1.978], [4.267, 0.996, 6.545], [-2.090, -6.015, -4.900], [-1.597, -8.614, -2.986], [-3.318, -7.255, 6.317], [-0.946, 0.050, 0.117], [6.498, 1.443, 4.876], [-0.655, 0.451, -10.778], [-5.744, -7.081, 3.909], [4.496, 1.846, 2.943], [-8.046, -3.055, 0.146], [4.582, 3.810, 6.017], [4.946, -3.091, -5.986], [-1.954, 1.693, -2.504], [0.561, 7.312, -6.069], [5.554, 3.321, 5.956], [5.739, 3.684, 2.802], [-3.341, -8.479, 4.107], [8.205, -1.747, -5.811], [-6.919, 1.716, 7.109], [-5.688, -6.307, 5.430], [-2.889, 0.580, -0.772], [-4.773, 1.521, 6.129], [-3.325, 6.605, 5.872], [2.637, 6.427, -9.100], [-10.035, -2.524, -0.816], [6.786, -2.474, -3.184], [-1.878, -7.348, -3.979]], "gap_ev": 6.06, "lumo_energy_ev": -3.174, "charge": 1}


{"formula": "C4H12N3", "method": "ωB97M-V/def2-TZVPD", "species": ["H", "N", "H", "H", "C", "C", "C", "H", "C", "H", "H", "N", "H", "H", "N", "H", "H", "H", "H"], "positions_angstrom": [[2.900, -0.231, 0.941], [1.989, 1.974, -0.293], [3.205, -0.628, -0.812], [-3.654, 0.236, 0.514], [1.546, 0.790, -0.505], [2.369, -0.335, 0.037], [-3.160, -0.695, 0.324], [-3.621, -1.422, -0.390], [-1.380, 0.764, -0.270], [-1.279, -1.224, -0.572], [1.439, 2.756, -0.609], [1.681, -1.562, 0.299], [1.210, -2.081, -0.483], [2.835, 2.030, 0.215], [-1.859, -0.435, -0.107], [-0.332, 0.928, -0.684], [1.012, -1.428, 0.988], [-3.055, -1.118, 1.372], [-1.847, 1.680, 0.036]], "gap_ev": 7.59, "e_above_lowest_kcal_mol": 117.5, "lumo_energy_ev": -4.592, "charge": 1}